{"formula": "C29H38IN7Pd", "method": "ωB97M-V with the def2-TZVPD basis set", "e_above_lowest_kj_mol": 0.00, "homo_energy_ha": [-0.253, -0.253], "total_charge": 0, "max_force_ev_per_a": 2.6, "spin_multiplicity": 1, "total_energy_ha": -1936.476683, "elements": ["Pd", "C", "C", "C", "N", "C", "C", "C", "C", "C", "C", "C", "N", "C", "C", "C", "N", "C", "C", "C", "C", "C", "C", "C", "N", "C", "C", "H", "H", "H", "H", "H", "H", "H", "H", "H", "H", "H", "H", "H", "H", "H", "H", "H", "H", "H", "H", "H", "H", "H", "H", "H", "H", "I", "C", "C", "N", "N", "C", "H", "H", "H", "C", "C", "C", "C", "N", "H", "H", "H", "H", "H", "H", "H", "H", "H"], "positions_angstrom": [[0.4479, 0.4975, 0.0208], [0.5593, -2.8240, 0.6992], [1.8282, -2.7309, 1.5389], [2.6816, -1.4744, 1.3025], [1.9818, -0.2186, 1.4453], [1.6725, 0.2809, 2.6289], [2.1128, -0.3049, 3.8389], [1.7791, -0.0703, 5.1570], [0.8434, 0.7996, 5.6993], [0.1037, 1.7354, 4.9993], [0.1538, 2.0676, 3.6558], [0.8722, 1.5275, 2.5708], [0.8532, 2.0925, 1.3709], [0.0439, 3.2577, 1.1005], [0.0435, 3.5955, -0.3912], [-1.0266, 2.8466, -1.1904], [-0.5588, 1.5283, -1.5303], [-1.1587, 0.7300, -2.3827], [-2.4177, 1.0308, -2.9420], [-3.0912, 0.4708, -4.0133], [-2.6320, -0.4422, -4.9450], [-1.3898, -1.0705, -4.9358], [-0.4312, -1.1135, -3.9491], [-0.3989, -0.5110, -2.6608], [0.3641, -0.9111, -1.6775], [1.1871, -2.0980, -1.7236], [0.7129, -3.2064, -0.7694], [-0.0770, -3.5837, 1.1612], [0.0233, -1.8769, 0.7601], [1.5232, -2.7426, 2.5886], [2.4646, -3.6061, 1.3716], [3.5495, -1.5310, 1.9713], [3.0735, -1.5088, 0.2827], [2.8245, -1.1104, 3.7104], [2.2864, -0.7122, 5.8698], [0.6826, 0.7434, 6.7687], [-0.6004, 2.3112, 5.5905], [-0.4981, 2.8881, 3.3879], [-0.9944, 3.0992, 1.4269], [0.4509, 4.1149, 1.6508], [-0.1182, 4.6682, -0.5114], [1.0247, 3.3442, -0.7943], [-1.9571, 2.8060, -0.6050], [-1.2338, 3.4044, -2.1123], [-2.9462, 1.8206, -2.4200], [-4.0957, 0.8439, -4.1819], [-3.2845, -0.6662, -5.7796], [-1.1570, -1.6645, -5.8133], [0.4213, -1.7365, -4.1831], [1.2203, -2.5448, -2.7174], [2.2072, -1.7974, -1.4662], [-0.2682, -3.5351, -1.1254], [1.3972, -4.0540, -0.8811], [3.6394, 0.7321, -5.4835], [3.3887, 0.8948, -3.4282], [4.2308, 0.4397, -2.4415], [3.6243, 0.7517, -1.2781], [2.4497, 1.3630, -1.4506], [2.2965, 1.4710, -2.7604], [5.1795, -0.0644, -2.5019], [3.9364, 0.5769, -0.3371], [1.4261, 1.9324, -3.1907], [-2.8416, -1.3730, -0.1897], [-2.5514, -0.5925, 1.1123], [-2.5809, -1.5679, 2.3150], [-3.6693, 0.4625, 1.3184], [-1.3071, 0.0417, 1.0381], [-3.7973, -1.8911, -0.1100], [-2.0527, -2.1054, -0.3663], [-2.8723, -0.6858, -1.0352], [-3.5954, -1.9443, 2.4638], [-2.2534, -1.0411, 3.2121], [-1.9034, -2.4042, 2.1427], [-4.6501, -0.0205, 1.3164], [-3.6279, 1.1979, 0.5143], [-3.5234, 0.9678, 2.2739]], "forces_ev_per_a": [[1.0, 0.0, -2.4], [0.0, -0.2, -0.1], [0.0, 0.2, 0.0], [0.1, -0.3, -0.1], [-1.2, 0.1, -0.4], [-0.1, 0.0, -0.1], [0.2, -0.1, 0.3], [-0.1, -0.1, -0.3], [-0.2, 0.2, 0.1], [0.3, -0.3, 0.2], [0.0, 0.1, -0.3], [0.1, 0.2, 0.6], [-0.7, -1.0, -1.0], [0.0, 0.1, 0.1], [-0.1, -0.1, 0.1], [0.0, 0.1, 0.0], [0.7, -0.5, 1.7], [-0.4, 0.1, -0.6], [0.2, 0.2, 0.2], [0.1, -0.2, -0.4], [-0.3, 0.1, 0.0], [0.1, -0.1, 0.3], [0.1, 0.0, -0.2], [-0.1, -0.2, 0.2], [-0.4, 0.7, 1.2], [0.2, -0.2, 0.2], [-0.1, 0.2, -0.1], [-0.1, 0.1, 0.0], [-0.2, -0.1, 0.2], [0.1, 0.0, 0.0], [0.0, 0.0, 0.0], [0.0, 0.1, -0.1], [0.1, 0.0, 0.1], [0.0, 0.0, 0.0], [0.0, 0.0, 0.0], [0.0, 0.0, 0.0], [0.0, 0.0, 0.0], [0.0, 0.0, 0.0], [0.0, 0.1, 0.0], [0.0, -0.1, 0.1], [0.0, 0.0, 0.0], [0.0, 0.2, -0.1], [0.0, 0.0, -0.1], [0.0, -0.1, 0.0], [0.0, 0.0, 0.0], [0.0, 0.1, 0.0], [0.0, 0.0, 0.0], [0.0, 0.0, 0.0], [0.0, 0.1, 0.0], [0.1, 0.1, 0.0], [0.0, 0.0, -0.1], [0.0, -0.1, -0.1], [0.0, 0.0, 0.0], [0.0, 0.0, 0.3], [0.1, 0.0, -0.4], [0.0, 0.0, -0.1], [0.0, -0.1, 0.0], [0.2, 0.3, -0.2], [0.2, -0.2, 0.0], [0.0, 0.0, 0.1], [0.0, 0.0, 0.0], [-0.1, 0.0, 0.1], [0.3, 0.1, 0.0], [-0.6, -0.4, -0.7], [0.2, 0.1, -0.3], [0.1, -0.2, -0.2], [0.5, 0.9, 1.8], [0.0, 0.0, 0.0], [0.0, 0.0, 0.0], [-0.1, -0.1, 0.0], [0.0, 0.0, 0.1], [0.0, 0.0, 0.0], [0.0, 0.0, 0.0], [-0.1, 0.1, 0.1], [0.0, 0.0, 0.0], [0.0, 0.1, 0.0]]}



{"formula": "C29H38IrN4O2P2", "method": "ωB97M-V with the def2-TZVPD basis set", "e_above_lowest_kj_mol": 168.19, "homo_energy_ha": [-0.382, -0.491], "total_charge": 2, "max_force_ev_per_a": 3.2, "spin_multiplicity": 6, "total_energy_ha": -2283.453664, "elements": ["Ir", "C", "C", "C", "C", "C", "C", "C", "C", "C", "H", "H", "H", "H", "H", "H", "H", "H", "H", "H", "H", "H", "H", "H", "H", "P", "P", "N", "N", "N", "N", "C", "C", "C", "C", "C", "C", "C", "C", "C", "C", "C", "C", "C", "C", "C", "C", "C", "C", "H", "H", "H", "H", "H", "H", "H", "H", "H", "H", "H", "H", "H", "H", "H", "H", "H", "H", "H", "H", "C", "O", "C", "O", "H", "H", "H"], "positions_angstrom": [[-0.2174, -0.5973, -2.6729], [-0.6342, 1.5110, -1.2130], [-1.3929, 1.2588, -2.3701], [-1.2697, 2.2075, -3.5561], [-0.3331, 1.5745, -4.5787], [0.8227, 0.8570, -3.8988], [1.7670, 1.5451, -3.1205], [1.4095, 2.7351, -2.3596], [0.4700, 2.4815, -1.0848], [1.4117, -1.5620, -2.0443], [-1.0215, 1.0528, -0.2919], [-2.3600, 0.7313, -2.2475], [-0.8605, 3.1840, -3.2746], [-2.2775, 2.3395, -3.9817], [-0.9195, 0.8225, -5.1695], [0.0743, 2.2877, -5.3108], [1.2611, 0.0257, -4.5269], [2.7437, 1.0715, -3.0153], [1.0264, 3.5070, -3.0574], [2.3085, 3.1668, -1.8908], [1.1376, 2.1316, -0.2873], [0.1127, 3.4658, -0.7073], [1.4890, -1.5209, -0.9302], [2.3480, -1.1606, -2.4579], [1.3105, -2.6140, -2.4015], [1.2967, -1.0851, -6.2592], [-2.5636, 0.3318, -6.4530], [2.7242, -0.0818, -6.6353], [1.9338, -2.3328, -7.3110], [-2.5946, 1.5136, -7.8647], [-3.9630, -0.5929, -6.8792], [0.0987, -0.2068, -7.3613], [-1.3106, -0.8093, -7.1466], [3.8706, -0.0768, -5.8378], [4.8585, 0.6548, -6.4857], [4.2907, 1.1650, -7.6920], [2.9875, 0.6845, -7.7681], [2.3174, -3.5873, -6.8224], [2.8305, -4.3375, -7.8714], [2.7927, -3.5112, -9.0444], [2.2736, -2.2795, -8.6645], [-2.8962, 2.8691, -7.6475], [-2.4437, 3.6278, -8.7238], [-1.7611, 2.7192, -9.6162], [-1.9416, 1.4291, -9.1059], [-5.1186, -0.0493, -7.4717], [-5.7578, -1.0672, -8.1631], [-5.0051, -2.2806, -7.9756], [-3.9376, -1.9761, -7.1543], [0.3987, -0.1973, -8.4246], [0.1470, 0.8504, -7.0575], [-1.6656, -1.3062, -8.0654], [-1.2481, -1.6034, -6.3806], [3.8284, -0.5310, -4.8525], [5.8639, 0.8113, -6.1271], [4.7335, 1.8320, -8.4216], [2.2159, 0.8560, -8.5154], [2.1655, -3.8042, -5.7720], [3.1892, -5.3615, -7.8197], [3.0881, -3.7887, -10.0542], [2.1319, -1.3743, -9.2425], [-3.4381, 3.1808, -6.7584], [-2.5388, 4.6993, -8.8439], [-1.1405, 2.9504, -10.4791], [-1.7519, 0.4775, -9.5942], [-5.3339, 1.0081, -7.3814], [-6.6344, -0.9709, -8.7793], [-5.1879, -3.2494, -8.4211], [-3.1371, -2.5939, -6.7772], [-1.5974, -2.2182, 0.8957], [-0.8663, -1.4326, -0.0732], [-1.1691, -1.7320, -1.3783], [-1.9751, -2.5830, -1.7071], [-2.6740, -2.0345, 0.7837], [-1.2937, -1.8741, 1.8869], [-1.3986, -3.2955, 0.7874]], "forces_ev_per_a": [[-0.9, 0.3, -1.8], [-2.1, -0.9, -0.8], [0.0, 1.5, 1.4], [-0.1, -0.3, -0.4], [0.4, -0.5, -0.6], [-0.5, -1.7, -1.1], [1.2, -0.3, 0.0], [0.1, 1.2, 1.4], [1.2, 0.5, -0.6], [1.5, -0.9, 0.6], [0.5, 0.0, -0.4], [0.5, 0.2, 0.0], [-0.5, -0.3, 0.1], [0.3, 0.1, 0.1], [0.9, 0.7, 0.9], [-0.3, 0.4, 0.0], [-0.2, 1.2, 0.6], [-0.2, 0.2, 0.3], [0.0, -0.2, 0.6], [-0.2, 0.0, -0.4], [-0.1, 0.0, -0.1], [-0.2, -0.6, -0.2], [-0.1, -0.3, -0.9], [-0.2, 0.0, 0.0], [0.1, 0.4, 0.4], [1.2, -1.3, -1.7], [-1.8, -0.1, -1.1], [0.7, 1.2, 0.4], [-0.3, -0.4, -0.1], [0.5, 0.8, -0.3], [-0.1, -0.5, -0.1], [0.1, 0.5, 0.0], [0.6, -0.5, -0.3], [-2.3, -0.2, -0.7], [0.2, 1.4, -2.2], [1.7, -0.3, 1.5], [-0.8, -1.1, 1.3], [0.0, -0.1, -0.8], [-0.3, 0.7, 0.3], [-0.3, 0.6, 0.7], [0.0, -0.7, 0.1], [0.1, -2.2, 0.0], [1.9, -0.9, -2.4], [-0.8, 2.2, 1.1], [-1.1, 0.0, 1.7], [0.1, -1.2, -0.5], [0.9, 0.5, 0.5], [0.7, 0.7, 0.7], [-0.7, 0.4, -1.0], [-0.2, -0.4, 0.4], [-0.1, -0.2, 0.1], [0.0, 0.3, 0.4], [-0.1, 0.1, -0.2], [0.2, 0.0, -0.2], [-0.1, 0.1, 0.0], [0.1, -0.2, 0.2], [0.4, 0.0, 0.2], [0.0, -0.2, -0.2], [-0.1, 0.3, 0.1], [0.0, 0.1, 0.4], [-0.1, -0.3, 0.0], [0.2, -0.1, -0.1], [0.0, -0.2, 0.0], [-0.6, 0.1, 0.0], [0.1, 0.2, 0.3], [-0.1, -0.2, 0.0], [-0.1, 0.1, 0.1], [-0.2, 0.1, 0.2], [-0.2, 0.0, 0.0], [-0.4, -0.1, 0.4], [-0.8, -0.9, -0.5], [-0.3, 0.0, 2.6], [0.8, 0.7, -0.2], [0.3, -0.1, 0.0], [0.1, -0.1, -0.3], [0.0, 0.5, 0.0]]}